Entry A
Molecular formula: C6H7P
Method: DFT, ωB97M-V/def2-TZVPD

The SMILES is C=CP1=CC=CC=1. Its LUMO energy is 0.6 eV.

The geometry in XYZ format:
```
14
Properties=species:S:1:pos:R:3:mulliken_charge:R:1
C -1.2049 -1.0028 2.3652 -0.56
C -0.6601 -0.2288 1.4457 -0.09
P -0.8187 -0.5340 -0.3464 -0.15
C 0.9014 -0.8984 -0.7633 -0.50
C 1.4342 0.0813 -1.5161 -0.25
C 0.5787 1.2302 -1.6679 -0.23
C -0.6005 1.1224 -1.0284 -0.50
H -1.0935 -0.8077 3.4201 0.25
H -1.7838 -1.8726 2.0933 0.24
H -0.0505 0.7474 1.7541 0.23
H 1.3692 -1.8415 -0.5319 0.40
H 2.4161 0.0450 -1.9600 0.37
H 0.8952 2.0958 -2.2284 0.38
H -1.3828 1.8636 -1.0360 0.41
```

Entry B
Molecular formula: C6H7P
Method: DFT, ωB97M-V/def2-TZVPD

Its LUMO energy is 0.1 eV.

The geometry in XYZ format:
```
14
Properties=species:S:1:pos:R:3:mulliken_charge:R:1
C 1.8461 1.1136 -0.1013 -0.32
C 1.9824 -0.2745 -0.2917 -0.25
C 0.6942 1.4810 0.4617 -0.61
C 1.0407 -1.0168 0.2415 -0.45
C -2.3818 -0.9305 -0.4694 -0.31
C -1.6660 -0.2002 0.2887 -0.32
P -0.1388 0.0001 1.1055 -0.07
H 2.6536 1.7017 -0.3743 0.43
H 2.8424 -0.6793 -0.7918 0.37
H 0.3832 2.4142 0.6919 0.48
H 0.9437 -2.0743 0.0325 0.45
H -3.4430 -0.9164 -0.8439 0.25
H -1.9571 -1.6675 -1.0829 0.28
H -2.7998 1.0490 1.1335 0.07
```

Energies relative to the most stable structure, in eV: entry A 0.000; entry B 3.761.

Entry A
Molecular formula: C6H10OS
Method: DFT, ωB97M-V/def2-TZVPD

The SMILES is S[C@@H]1[C@@H]2CCO[C@H]1C2. Its LUMO energy is 0.9 eV.

The geometry in XYZ format:
```
18
Properties=species:S:1:pos:R:3:mulliken_charge:R:1
S 0.9172 1.4195 -1.1997 -0.28
C -0.2072 1.0929 0.1845 -0.34
C 0.3705 0.1305 1.2679 -0.23
C 1.0814 -1.0427 0.6503 -0.86
C 0.1395 -1.7805 -0.3514 -0.49
O -0.9049 -0.9134 -0.8291 -0.45
C -1.3327 0.0845 0.1229 -0.15
C -1.0987 -0.3464 1.5589 -0.74
H 0.1277 0.8683 -2.1328 0.14
H -0.5057 2.0312 0.5364 0.51
H 0.8177 0.6548 2.1060 0.48
H 1.3957 -1.7185 1.4717 0.37
H 1.9929 -0.7029 0.1692 0.42
H 0.6929 -2.1007 -1.2032 0.33
H -0.3668 -2.5863 0.2829 0.28
H -2.3509 0.4503 -0.0294 0.42
H -1.2302 -1.3784 1.7695 0.28
H -1.7283 0.2470 2.2583 0.32
```

Entry B
Molecular formula: C6H10OS
Method: DFT, ωB97M-V/def2-TZVPD

The SMILES is C=C(C)OC(=C)CS. Its LUMO energy is 0.7 eV.

The geometry in XYZ format:
```
18
Properties=species:S:1:pos:R:3:mulliken_charge:R:1
C -1.6403 0.3519 1.1068 -1.18
C -1.2649 -0.0799 -0.1098 1.00
C -2.0387 -1.0675 -0.8326 -1.07
O -0.2219 0.3604 -0.8571 -0.41
C 0.9805 0.8184 -0.2750 0.60
C 1.5706 1.9394 -0.6771 -1.11
C 1.5722 -0.1482 0.6499 -0.45
S 1.5615 -1.7999 -0.2203 -0.22
H -2.6473 0.1985 1.4692 0.30
H -1.0392 0.9936 1.6974 0.30
H -3.0681 -1.0910 -0.4479 0.36
H -1.9843 -0.8650 -1.9199 0.30
H -1.6534 -2.1080 -0.7126 0.20
H 1.1449 2.5837 -1.3819 0.33
H 2.5185 2.2462 -0.2788 0.24
H 2.6160 0.1916 0.8805 0.40
H 0.9583 -0.2087 1.5324 0.29
H 2.6355 -2.3154 0.3768 0.12
```

Energies relative to the most stable structure, in eV: entry A 0.000; entry B 0.122.

Entry A
Molecular formula: C6H10OS
Method: DFT, ωB97M-V/def2-TZVPD

The SMILES is CC[C@]1(C)CSC1=O. Its LUMO energy is 0.8 eV.

The geometry in XYZ format:
```
18
Properties=species:S:1:pos:R:3:mulliken_charge:R:1
C 0.8694 1.6461 -0.6933 -1.06
C 0.5515 0.2203 -0.9079 -0.87
C -0.1634 -0.3749 0.1700 1.22
C 0.7301 -0.6841 1.3711 -1.44
C -1.0577 -1.6114 -0.2701 -1.10
S -2.6465 -0.7905 -0.2666 -0.15
C -1.7200 0.6081 0.4212 0.35
O -1.9141 1.7463 0.7043 -0.50
H 1.5438 1.6687 0.2190 0.27
H -0.0369 2.1559 -0.4301 0.35
H 1.3518 1.9574 -1.6535 0.33
H 1.5758 -0.3230 -0.9131 0.27
H -0.0127 0.1304 -1.9114 0.32
H 1.1655 -1.6505 1.2903 0.41
H 0.1881 -0.5639 2.2917 0.37
H 1.5430 0.0749 1.3209 0.33
H -0.8443 -1.8700 -1.2438 0.44
H -1.1234 -2.3398 0.5013 0.44
```

Entry B
Molecular formula: C6H10OS
Method: DFT, ωB97M-V/def2-TZVPD

The SMILES is C[C@@]12CC[C@H](O)[C@@H]1S2. Its LUMO energy is 0.8 eV.

The geometry in XYZ format:
```
18
Properties=species:S:1:pos:R:3:mulliken_charge:R:1
C -2.4988 0.0634 0.5496 -1.18
C -1.0773 0.2142 0.1335 0.76
C -0.6618 1.4816 -0.4836 -0.72
C 0.8698 1.3745 -0.5100 -0.91
C 1.3560 0.3669 0.6233 -0.43
O 2.5777 -0.3677 0.2984 -0.55
C 0.0912 -0.4757 0.8135 -0.37
S -0.3148 -1.3564 -0.6593 -0.22
H -3.1055 0.1505 -0.3767 0.29
H -2.7573 0.9352 1.2169 0.33
H -2.6223 -0.9028 1.1326 0.32
H -0.9750 2.2929 0.1870 0.34
H -1.0974 1.6305 -1.4544 0.35
H 1.3931 2.3042 -0.5668 0.47
H 1.0302 0.8824 -1.4171 0.35
H 1.5286 0.9516 1.5540 0.38
H 2.5173 -0.7031 -0.6269 0.35
H 0.0272 -1.0462 1.7542 0.44
```

Energies relative to the most stable structure, in eV: entry A 0.928; entry B 0.000.

Entry A
Molecular formula: C5H33NO14
Method: DFT, ωB97M-V/def2-TZVPD

Its LUMO energy is 0.1 eV.

The geometry in XYZ format:
```
53
Properties=species:S:1:pos:R:3:mulliken_charge:R:1
O -3.5935 0.6527 2.5083 -0.50
C -2.5133 1.1661 2.6803 -0.17
C -1.2161 0.6838 2.0070 1.25
C -1.5679 -0.2661 0.8386 -0.11
C -1.0161 -1.6409 1.1628 -0.14
C -1.8414 -2.2833 2.2382 -0.12
O -1.4566 -2.4180 3.3818 -0.53
N -0.5579 1.9980 1.7824 -0.77
H -2.4393 2.1051 3.2535 0.41
H -0.6337 0.2054 2.7941 -0.72
H -2.6339 -0.1491 0.7153 0.77
H -1.0359 0.1432 -0.0239 -0.56
H -1.0813 -2.2710 0.2640 0.20
H 0.0512 -1.7665 1.3493 0.15
H -2.8311 -2.7179 2.0145 0.39
H 0.4567 1.8975 1.7213 0.34
H -0.7863 2.2310 0.8124 0.16
H 1.8874 -4.1861 -0.9552 0.28
H 1.1603 -3.2894 -2.0127 0.32
O 1.6576 -3.2808 -1.1866 -0.53
H 3.3574 0.5310 3.5991 0.30
H 2.0361 0.3943 4.3392 0.34
O 2.5478 1.0165 3.7716 -0.62
H -3.0024 -2.5092 -2.9938 0.27
H -1.5301 -2.9729 -2.7656 0.30
O -2.2958 -2.5605 -2.3445 -0.64
H -0.9955 5.0687 -2.0504 0.27
H 0.1269 4.5149 -1.3029 0.32
O -0.6524 4.2052 -1.7842 -0.65
H 2.8487 -1.6787 0.7025 0.30
H 3.6672 -1.4377 -0.5980 0.30
O 3.4931 -1.1000 0.2862 -0.67
H -0.2334 2.6963 -2.7054 0.38
H -0.9416 1.3765 -2.2159 0.29
O -0.2963 1.7313 -2.8350 -0.70
H -4.0725 0.2503 -1.8921 0.26
H -2.8912 -0.7827 -1.6323 0.37
O -3.2294 0.1076 -1.4589 -0.58
H 2.8538 0.7264 0.1555 0.25
H 1.3470 0.5254 -0.4397 0.25
O 1.9885 1.1147 -0.0418 -0.47
H 0.7941 -1.6969 -3.1989 0.42
H 0.4181 -2.1630 -4.6620 0.26
O 0.3761 -2.3912 -3.7334 -0.70
H 1.2957 0.8067 -3.0088 0.33
H 2.6694 0.0303 -3.2075 0.26
O 1.7303 -0.0642 -3.0382 -0.58
H 3.3360 3.4382 -1.0750 0.29
H 2.2131 2.4665 -1.1913 0.44
O 2.6039 3.2355 -1.6675 -0.66
H 0.1029 -1.3264 4.3281 0.30
H -0.1996 0.1189 4.7499 0.34
O 0.5250 -0.4854 4.5655 -0.69
```

Entry B
Molecular formula: C5H33NO14
Method: DFT, ωB97M-V/def2-TZVPD

Its LUMO energy is -0.3 eV.

The geometry in XYZ format:
```
53
Properties=species:S:1:pos:R:3:mulliken_charge:R:1
O -0.4394 1.1861 2.8387 -0.76
C -0.4743 1.1319 1.6538 0.39
N -0.0874 -0.0936 0.9770 0.70
C -0.0644 -0.3656 -0.3630 0.22
O 0.0703 -1.5576 -0.7300 -0.60
C -1.1192 2.1523 0.8826 -0.37
C -0.3065 3.4510 0.7408 -0.63
C 0.5128 3.7466 -0.6400 -0.68
H -0.0448 -0.9304 1.6202 0.09
H -0.4780 0.3227 -1.1466 -0.02
H -2.0353 2.5102 1.4158 0.30
H -1.5236 1.8160 -0.0781 0.39
H -1.0590 4.2139 0.6507 0.41
H 0.3482 3.6471 1.5724 0.35
H 0.5789 2.9432 -1.3517 -0.12
H 1.6894 3.9761 -0.5677 0.23
H 0.1381 4.5318 -1.1497 0.46
H 3.1150 -1.5081 -1.1790 0.28
H 3.2354 -1.1500 0.2293 0.24
O 3.3908 -0.8757 -0.5827 -0.51
H 1.6492 -2.1357 2.7425 0.29
H 0.3065 -2.7121 3.2809 0.19
O 0.8455 -2.6138 2.5107 -0.56
H -1.5512 -3.5822 1.8574 0.29
H -1.6576 -3.4692 3.4276 0.24
O -1.9752 -3.3624 2.6114 -0.52
H 2.8604 1.3718 -2.3076 0.32
H 2.1385 1.7997 -3.7248 0.36
O 2.9414 1.3235 -3.2514 -0.73
H -2.7805 -2.2724 -0.1205 0.26
H -3.9995 -2.7713 -0.7331 0.31
O -3.4544 -1.9466 -0.7201 -0.58
H -1.1112 0.2026 4.2267 0.45
H -0.5097 -1.1112 4.9845 0.25
O -1.1734 -0.3840 4.9639 -0.66
H 0.8788 -1.0038 -2.5000 -0.14
H 2.2423 -0.2079 -2.8780 0.43
O 1.7718 -1.0647 -2.7848 -0.76
H -3.1747 -1.2305 2.5246 0.29
H -2.9975 -0.1269 3.7271 0.29
O -3.2178 -0.3548 2.8659 -0.60
H 0.5286 0.4675 -4.2690 0.35
H -0.0673 1.9192 -3.8536 0.27
O 0.2686 1.0985 -3.4918 -0.62
H -2.5378 -1.0491 -2.6945 0.30
H -1.0484 -0.8119 -3.1938 0.30
O -1.8982 -0.4046 -2.8329 -0.56
H -0.5288 -3.8218 -2.7350 0.29
H 0.2594 -2.4905 -2.5196 0.50
O -0.3954 -2.9850 -3.1208 -0.61
H 3.7254 1.2715 0.3445 0.33
H 4.3599 1.4203 1.7742 0.29
O 3.8555 1.8901 1.0967 -0.62
```

Energies relative to the most stable structure, in eV: entry A 0.000; entry B 2.579.

Entry A
Molecular formula: C5H11NO
Method: DFT, ωB97M-V/def2-TZVPD

The charge is +1. Its expectation value of S² is 0.7608. Its LUMO energy (spin up / spin down) is -5.6 / -8.5 eV. Its spin multiplicity is 2.

The geometry in XYZ format:
```
18
Properties=species:S:1:pos:R:3:mulliken_charge:R:1
C -2.0008 2.4104 0.1423 -1.01
C -0.4356 2.2401 -0.0703 -0.61
C 0.0270 1.0116 0.7214 0.02
C 0.6563 -0.0861 0.2746 0.27
N 1.1034 -1.2199 0.9723 -0.33
C 0.5478 -1.7258 2.1119 -0.11
H -2.1785 2.5235 1.2181 0.38
H -2.4171 1.6290 -0.5191 0.34
H -2.3862 3.4052 -0.3145 0.29
H -0.0302 3.1168 0.3666 0.33
H -0.1768 1.8986 -1.0200 0.39
H -0.2936 1.1845 1.8294 0.23
H 0.8287 -0.1368 -0.7921 0.24
H 1.1423 -2.5376 2.3393 0.32
H -0.3231 -1.1869 2.5997 0.24
H 1.2614 -1.8502 -2.9204 0.33
H 0.4752 -3.2296 -2.8109 0.31
O 0.4507 -2.4223 -3.2326 -0.63
```

Entry B
Molecular formula: C5H11NO
Method: DFT, ωB97M-V/def2-TZVPD

The charge is +1. Its expectation value of S² is 0.7581. Its LUMO energy (spin up / spin down) is -3.8 / -7.9 eV. Its spin multiplicity is 2.

The geometry in XYZ format:
```
18
Properties=species:S:1:pos:R:3:mulliken_charge:R:1
C -2.1340 -0.1709 -0.3450 -1.28
N -0.0275 1.9409 -0.5800 -0.38
C -0.1720 1.1575 0.5979 0.57
C -1.0815 0.1536 0.6893 0.04
C 0.3826 1.7538 2.8760 -0.68
C 0.7979 1.2120 1.7008 -0.41
H -2.6840 0.6771 -0.7799 0.41
H -2.9508 -0.7737 0.0903 0.36
H -1.8263 -0.9114 -1.1525 0.34
H -0.7258 1.8126 -1.2763 0.28
H -0.0168 2.9217 -0.4261 0.31
H -0.8305 -0.5359 1.5922 0.39
H -0.4745 2.1788 3.1464 0.35
H 1.0179 1.9954 3.6351 0.35
H 1.8016 0.9032 1.4944 0.38
H 2.8399 -4.7873 -4.5756 0.32
H 3.0016 -4.3945 -2.9687 0.32
O 3.0824 -5.1329 -3.7182 -0.65
```

Entry C
Molecular formula: C5H11NO
Method: DFT, ωB97M-V/def2-TZVPD

The charge is +1. Its expectation value of S² is 0.7543. Its LUMO energy (spin up / spin down) is -3.3 / -8.1 eV. Its spin multiplicity is 2.

The geometry in XYZ format:
```
18
Properties=species:S:1:pos:R:3:mulliken_charge:R:1
N -0.6281 0.3058 1.2328 -0.02
C -0.2838 -1.0556 1.7866 -0.61
C 0.6481 -1.8292 0.7446 -0.48
C 0.9003 -0.7465 -0.2771 -0.53
C -0.3766 0.2303 -0.1867 0.16
C -0.1674 1.5854 -0.8814 -0.88
O 0.0422 1.3359 -2.3162 -0.47
H -1.5069 0.5912 1.6890 0.35
H 0.2972 -0.8472 2.6802 0.42
H -1.1707 -1.7412 2.0839 0.30
H 1.4240 -2.0007 1.4623 0.24
H 0.2233 -2.7798 0.4528 0.38
H 0.9103 -1.1659 -1.2770 0.38
H 1.7192 -0.0375 0.0244 0.32
H -1.2830 -0.2018 -0.6073 0.28
H 0.6782 2.0777 -0.4386 0.35
H -0.9635 2.2230 -0.6068 0.48
H -0.5936 1.9478 -2.6787 0.33
```

Energies relative to the most stable structure, in eV: entry A 2.048; entry B 0.632; entry C 0.000.

Entry A
Molecular formula: C5H11NO
Method: DFT, ωB97M-V/def2-TZVPD

The charge is +1. Its expectation value of S² is 0.7580. Its LUMO energy (spin up / spin down) is -4.0 / -7.8 eV. Its spin multiplicity is 2.

The geometry in XYZ format:
```
18
Properties=species:S:1:pos:R:3:mulliken_charge:R:1
C -0.7166 0.4680 -1.1445 -0.35
N -0.0301 0.8740 0.0319 -0.16
C -0.2796 0.8889 1.4535 -0.53
C 0.5159 -0.2885 2.0552 -0.47
C 0.5324 -0.8714 0.5654 0.20
O 0.0416 -2.0029 0.2731 -0.29
C -0.0228 -0.4798 -2.0969 -1.25
H -1.7549 0.1068 -0.9401 0.25
H -0.7519 1.3748 -1.7807 0.39
H 0.8141 1.4418 -0.2432 0.40
H -1.3611 0.6190 1.4533 0.28
H -0.1126 1.8228 2.0720 0.37
H 1.4678 -0.1173 2.6073 0.31
H -0.1517 -0.8808 2.6497 0.29
H 1.5823 -0.7011 0.1667 0.40
H 0.9378 -0.2212 -2.5411 0.34
H 0.0538 -1.4896 -1.6882 0.42
H -0.7644 -0.5434 -2.8933 0.37
```

Entry B
Molecular formula: C5H11NO
Method: DFT, ωB97M-V/def2-TZVPD

The charge is +1. Its expectation value of S² is 0.7630. Its LUMO energy (spin up / spin down) is -6.8 / -6.8 eV. Its spin multiplicity is 2.

The geometry in XYZ format:
```
18
Properties=species:S:1:pos:R:3:mulliken_charge:R:1
C 1.8561 0.8160 -0.4070 -0.64
C 1.8636 -1.0073 0.0232 -0.64
C 0.7574 -0.9629 0.8596 -0.20
C -0.5812 -0.7650 0.1695 0.21
N -1.0886 0.7140 0.2607 -0.31
C -2.4899 0.8111 -0.2460 -0.81
O -1.5789 -1.5473 0.5494 -0.40
H 1.1442 1.3527 0.1821 0.38
H 2.8798 0.9929 -0.0978 0.35
H 1.8439 0.9117 -1.4845 0.30
H 2.9211 -1.1750 0.2255 0.42
H 1.6108 -1.4246 -0.9501 0.36
H 0.6462 -1.2406 1.8916 0.44
H -0.3556 -0.8108 -0.9369 0.30
H -1.0581 0.8989 1.2639 0.27
H -2.7309 1.8414 -0.5205 0.32
H -2.4696 0.2941 -1.2146 0.34
H -3.1701 0.3005 0.4320 0.30
```

Energies relative to the most stable structure, in eV: entry A 0.000; entry B 1.303.

Entry A
Molecular formula: C3H3ClNO
Method: DFT, ωB97M-V/def2-TZVPD

The charge is +1. Its LUMO energy is -7.4 eV.

The geometry in XYZ format:
```
9
Properties=species:S:1:pos:R:3:mulliken_charge:R:1
C 0.5637 0.7442 -0.3362 -0.30
C 0.8256 -0.5938 -0.6027 -0.16
C -0.7069 0.4573 0.3218 -0.11
N -0.3348 -1.0316 -0.0121 0.62
O -0.7947 -2.0711 0.2596 -0.37
Cl -2.2900 0.9373 0.0160 0.01
H 1.0929 1.6173 -0.5093 0.49
H 1.6473 -1.0879 -0.9876 0.50
H -0.0031 1.0284 1.8505 0.33
```

Entry B
Molecular formula: C3H3ClNO
Method: DFT, ωB97M-V/def2-TZVPD

The charge is +1. Its LUMO energy (spin up / spin down) is -7.3 / -7.3 eV.

The geometry in XYZ format:
```
9
Properties=species:S:1:pos:R:3:mulliken_charge:R:1
C -0.2657 0.8445 -0.0708 -0.15
C -1.5561 0.9062 -0.0251 0.38
C 0.8894 -0.2286 0.0114 -0.26
N 0.7114 -1.5583 -0.0398 0.12
O -0.2985 -2.1632 0.0151 -0.26
Cl -3.1554 0.7353 -0.0382 0.08
H 0.3975 1.6565 -0.3196 0.36
H 1.9118 0.0881 -0.5745 0.41
H 1.3656 -0.2804 1.0416 0.33
```

Energies relative to the most stable structure, in eV: entry A 0.383; entry B 0.000.

Entry A
Molecular formula: C6H13P
Method: DFT, ωB97M-V/def2-TZVPD

The SMILES is C/C=C(/C)P(C)C. Its LUMO energy is 1.1 eV.

The geometry in XYZ format:
```
20
Properties=species:S:1:pos:R:3:mulliken_charge:R:1
C 2.7457 0.8639 0.0935 -1.20
C 1.8629 -0.3490 -0.0512 -0.37
C 0.5018 -0.5369 0.0633 0.56
C -0.1046 -1.9034 -0.2051 -1.23
P -0.6075 0.8053 0.6839 0.12
C -1.2575 1.3086 -1.0630 -1.17
C -2.1548 0.0271 1.3460 -0.97
H 3.7147 0.5654 -0.2491 0.36
H 2.8302 1.2095 1.1590 0.28
H 2.4603 1.7106 -0.4745 0.35
H 2.3063 -1.2880 -0.2519 0.32
H 0.6116 -2.6294 -0.5799 0.39
H -0.6874 -2.1611 0.5846 0.32
H -0.8304 -1.7283 -1.0298 0.28
H -1.6370 2.3167 -1.2580 0.41
H -0.3469 1.2186 -1.6167 0.30
H -2.0658 0.7971 -1.5722 0.36
H -1.8463 -0.8493 1.9316 0.35
H -2.6302 0.8042 2.0411 0.32
H -2.8650 -0.1816 0.4484 0.22
```

Entry B
Molecular formula: C6H13P
Method: DFT, ωB97M-V/def2-TZVPD

Its LUMO energy is 1.0 eV.

The geometry in XYZ format:
```
20
Properties=species:S:1:pos:R:3:mulliken_charge:R:1
C 0.0904 -0.5240 0.7985 0.37
C -0.6637 0.8803 0.7388 -0.66
C 0.3519 -0.1270 -0.6209 1.06
C -0.7567 -1.7083 1.1630 -1.38
C 1.6138 0.5799 -1.0908 -1.97
C -0.5311 -0.6747 -1.8221 -1.78
P -0.0276 2.4929 1.0843 -0.20
H 0.9846 -0.4538 1.3445 0.47
H -1.6970 0.8227 0.5223 0.43
H -0.0228 -2.5521 1.1824 0.32
H -1.4863 -1.9170 0.3318 0.28
H -1.1547 -1.6587 2.2215 0.35
H 2.4681 0.4213 -0.4643 0.39
H 1.4879 1.6785 -1.3602 0.33
H 1.9721 0.1439 -1.9268 0.66
H -1.4190 -0.1271 -1.7607 0.37
H -0.7836 -1.7526 -1.8642 0.31
H -0.0279 -0.3469 -2.6244 0.59
H 0.7102 1.9431 2.1586 0.01
H -1.1085 2.8796 1.9887 0.05
```

Energies relative to the most stable structure, in eV: entry A 0.000; entry B 1.866.